{"formula": "C5H11CrO4", "method": "ωB97M-V/def2-TZVPD", "gap_ev": [6.613, 7.324], "charge": 2, "spin_multiplicity": 4, "lumo_ev": [-10.81, -10.80], "species": ["O", "Cr", "O", "C", "C", "O", "C", "H", "H", "H", "H", "H", "H", "C", "O", "C", "H", "H", "H", "H", "H"], "positions_angstrom": [[0.7073, 1.9567, 0.3894], [2.1510, 1.4399, 1.4191], [3.6191, 0.4561, 0.7325], [3.2760, -0.1232, -0.4799], [1.9609, -0.8849, -0.3863], [0.9629, -0.0409, 0.2625], [-0.3317, -0.6300, 0.3356], [4.0272, -0.8618, -0.8189], [3.1885, 0.6242, -1.2932], [2.0523, -1.7795, 0.2456], [1.5746, -1.1677, -1.3753], [-0.4291, -1.2153, 1.2636], [-0.4402, -1.4157, -0.4275], [-1.4348, 0.3786, 0.2623], [-2.3574, -0.0864, -0.5534], [-3.7477, 0.0885, -0.2774], [-0.5160, 1.6305, 0.6489], [-1.9303, 1.2431, 0.7625], [-4.1764, 0.4808, -1.2048], [-4.1614, -0.8959, -0.0232], [-3.9950, 0.8031, 0.5181]], "forces_ev_per_angstrom": [[-4.371, 2.704, 2.604], [-0.197, -1.258, -2.635], [-1.907, 1.453, 1.565], [-0.565, -0.360, -1.560], [-0.042, -1.264, 0.140], [0.488, -3.265, 0.330], [2.118, 0.240, 0.206], [-0.041, 0.371, 0.345], [0.197, -0.102, 0.363], [0.241, 0.092, -0.238], [0.229, 0.118, 0.168], [-0.415, 0.382, 0.359], [-0.299, 0.660, -0.257], [-4.326, -2.704, -2.896], [2.929, 0.194, 2.155], [-2.093, 1.003, -0.649], [6.392, 2.358, -0.894], [0.828, -0.320, 0.940], [-0.086, -0.378, 0.130], [0.318, 0.188, -0.220], [0.603, -0.111, 0.044]], "nbo_charge": [-0.832, 1.716, -0.659, -0.139, -0.102, -0.549, -0.169, 0.263, 0.203, 0.206, 0.223, 0.290, 0.288, 0.385, -0.295, -0.296, 0.442, 0.276, 0.262, 0.267, 0.221]}